C3H15NO3 | ωB97M-V/def2-TZVPD

The LUMO energy comes out at 0.75 eV. The net charge is 0. The calculation puts the max |F| at 0.062 hartree/bohr. The total energy is -10986.172 eV.

Geometry (Å):
C (1.578, -0.990, -0.563)
C (0.833, -1.410, 0.701)
N (-0.435, -0.677, 0.874)
C (-1.179, -1.248, 1.986)
H (2.612, -0.846, -0.252)
H (1.285, -1.742, -1.408)
H (1.216, -0.007, -0.932)
H (0.682, -2.510, 0.668)
H (1.488, -1.275, 1.692)
H (-0.256, 0.278, 1.160)
H (-1.360, -2.333, 1.812)
H (-2.217, -0.875, 2.035)
H (-0.699, -0.998, 2.986)
O (0.171, 1.955, -1.871)
H (-0.273, 1.047, -1.986)
H (-0.316, 2.510, -2.513)
O (0.589, 2.269, 0.967)
H (1.502, 2.723, 0.993)
H (0.682, 1.951, 0.072)
O (-1.389, -0.503, -1.646)
H (-2.136, -0.371, -2.173)
H (-1.522, -0.682, -0.625)



C4H13NO2 | ωB97M-V/def2-TZVPD

The LUMO energy comes out at 0.66 eV. The net charge is 0. The calculation puts the max |F| at 0.059 hartree/bohr. The total energy is -9941.469 eV.

Geometry (Å):
C (-2.665, -0.668, -0.261)
C (-2.079, -0.187, 0.845)
C (-0.965, 0.896, 0.517)
N (0.216, 0.253, -0.146)
C (0.864, 1.135, -1.112)
H (-2.914, -1.716, -0.400)
H (-2.905, -0.077, -1.179)
H (-2.102, -0.526, 1.875)
H (-0.528, 1.471, 1.345)
H (-1.435, 1.661, -0.145)
H (-0.212, -0.483, -0.696)
H (1.533, 0.530, -1.708)
H (1.222, 2.088, -0.740)
H (0.160, 1.552, -1.906)
O (2.772, -1.825, -3.615)
H (3.253, -1.870, -2.777)
H (2.054, -2.428, -3.377)
O (1.556, 0.178, 4.684)
H (0.756, 0.690, 4.535)
H (1.417, -0.673, 4.261)



C27H24F3N2O5S2 | ωB97M-V/def2-TZVPD

The LUMO energy comes out at 2.18 eV. The net charge is -1. The calculation puts the max |F| at 0.088 hartree/bohr. The total energy is -71424.528 eV.

Geometry (Å):
C (3.108, 2.516, -4.436)
C (1.659, 2.681, -4.075)
C (1.515, 3.766, -3.035)
C (0.881, 3.034, -5.327)
O (1.044, 1.446, -3.599)
C (1.542, 0.879, -2.495)
C (0.530, -0.102, -1.844)
N (0.615, 0.007, -0.482)
C (0.488, 0.904, 0.483)
C (1.520, 0.627, 1.485)
C (1.217, 0.631, 2.839)
C (2.137, 0.179, 3.783)
C (3.390, -0.295, 3.377)
C (3.725, -0.247, 2.017)
C (2.816, 0.248, 1.083)
C (-0.590, 1.865, 0.630)
C (-0.591, 2.867, 1.623)
C (-1.714, 3.672, 1.818)
C (-2.864, 3.523, 1.034)
C (-2.865, 2.535, 0.044)
C (-1.743, 1.720, -0.156)
O (2.618, 1.132, -2.042)
H (3.245, 1.797, -5.255)
H (3.418, 3.502, -4.794)
H (3.717, 2.242, -3.572)
H (0.459, 3.935, -2.779)
H (2.113, 3.534, -2.144)
H (1.904, 4.676, -3.501)
H (-0.186, 3.165, -5.114)
H (1.268, 3.984, -5.705)
H (1.020, 2.273, -6.106)
H (0.710, -0.953, -2.959)
H (0.233, 0.957, 3.170)
H (1.876, 0.184, 4.843)
H (4.099, -0.678, 4.120)
H (4.701, -0.609, 1.693)
H (3.093, 0.344, 0.038)
H (0.276, 3.005, 2.282)
H (-1.712, 4.454, 2.589)
H (-3.747, 4.160, 1.185)
H (-3.733, 2.383, -0.585)
H (-1.798, 0.941, -0.898)
F (-1.785, -2.780, -3.363)
C (-0.475, -2.866, -2.838)
F (-0.446, -3.634, -1.705)
F (0.368, -3.424, -3.782)
S (-0.701, -0.902, -2.433)
N (-1.752, -3.001, 0.569)
C (-2.910, -3.786, 0.710)
O (-3.719, -3.993, -0.192)
C (-2.808, -4.208, 2.138)
C (-1.728, -3.608, 2.787)
C (-1.495, -3.769, 4.125)
C (-2.333, -4.643, 4.818)
C (-3.388, -5.291, 4.163)
C (-3.639, -5.078, 2.810)
S (-0.814, -2.477, 1.781)
O (0.610, -2.783, 1.575)
O (-1.105, -1.095, 2.212)
H (-0.649, -3.230, 4.560)
H (-2.179, -4.781, 5.887)
H (-4.041, -5.959, 4.719)
H (-4.405, -5.576, 2.226)



C3H12N3 | ωB97M-V/def2-TZVPD

The LUMO energy (alpha / beta) comes out at -5.93 / -4.69 eV. The net charge is +1. The calculation puts the max |F| at 0.064 hartree/bohr. The total energy is -7763.833 eV.

Geometry (Å):
C (-0.047, 0.810, -1.276)
C (-3.512, 0.032, 0.432)
C (-0.782, 0.067, -0.226)
N (1.004, -1.380, 0.494)
N (-0.298, -0.922, 0.424)
N (2.957, 0.519, 0.083)
H (0.336, 1.661, -0.873)
H (-0.739, 1.126, -2.044)
H (0.800, 0.324, -1.677)
H (-3.917, -0.849, 0.072)
H (-3.527, 0.910, -0.080)
H (-3.397, 0.038, 1.483)
H (1.620, -0.691, 0.163)
H (1.049, -2.343, 0.590)
H (-0.927, -1.322, 1.120)
H (2.265, 0.903, 0.785)
H (3.596, 1.235, -0.097)
H (3.520, -0.114, 0.625)



C21H14BrCl2F6N2O6S3Tc | ωB97M-V/def2-TZVPD

The LUMO energy (alpha / beta) comes out at -6.16 / -6.07 eV. The net charge is +1. The calculation puts the max |F| at 0.033 hartree/bohr. The total energy is -183359.387 eV. The spin multiplicity is 2. The expectation value of S² is 0.789.

Geometry (Å):
Tc (-0.152, 0.317, -0.453)
F (4.761, -0.770, 0.500)
C (3.704, -1.453, 0.890)
F (4.057, -2.656, 1.298)
F (3.088, -0.800, 1.863)
S (2.500, -1.689, -0.531)
O (1.182, -1.321, 0.042)
O (2.601, -3.037, -0.979)
N (3.012, -0.578, -1.537)
S (2.120, -0.041, -2.694)
O (2.558, 1.225, -3.169)
O (0.665, -0.153, -2.339)
C (2.232, -1.253, -4.108)
F (3.434, -1.793, -4.104)
F (2.021, -0.597, -5.232)
F (1.314, -2.198, -3.957)
Cl (1.517, 2.045, -0.024)
C (0.962, 3.340, -1.080)
C (1.832, 4.368, -1.317)
C (1.403, 5.407, -2.141)
C (0.137, 5.403, -2.702)
C (-0.726, 4.352, -2.452)
Cl (-2.286, 4.376, -3.172)
C (-0.333, 3.272, -1.629)
S (-1.416, 1.966, -1.359)
H (2.822, 4.366, -0.883)
H (2.074, 6.230, -2.347)
H (-0.186, 6.211, -3.343)
C (-4.629, -4.100, -1.400)
C (-3.573, -3.053, -1.206)
C (-2.266, -3.245, -1.634)
C (-1.325, -2.259, -1.435)
N (-1.633, -1.093, -0.847)
C (-2.891, -0.896, -0.422)
C (-3.872, -1.842, -0.585)
H (-4.214, -5.019, -1.807)
H (-5.398, -3.737, -2.084)
H (-5.118, -4.329, -0.453)
H (-1.966, -4.167, -2.112)
H (-0.299, -2.396, -1.739)
H (-3.091, 0.041, 0.080)
H (-4.868, -1.637, -0.217)
Br (1.082, 1.262, 7.903)
C (0.537, 0.733, 6.180)
C (0.320, 1.704, 5.214)
C (-0.071, 1.312, 3.944)
C (-0.256, -0.035, 3.651)
C (-0.041, -0.996, 4.634)
C (0.361, -0.615, 5.902)
C (-0.662, -0.493, 2.299)
O (-0.940, -1.621, 2.015)
O (-0.642, 0.527, 1.371)
H (0.457, 2.748, 5.456)
H (-0.243, 2.059, 3.182)
H (-0.192, -2.040, 4.394)
H (0.536, -1.353, 6.672)



C20H44N8O28S2 | ωB97M-V/def2-TZVPD

The LUMO energy comes out at -1.22 eV. The net charge is 0. The calculation puts the max |F| at 0.198 hartree/bohr. The total energy is -112331.807 eV.

Geometry (Å):
C (1.011, 3.239, -0.352)
N (0.566, 2.974, -1.727)
O (1.463, 3.235, -2.519)
O (-0.524, 2.531, -1.944)
H (0.749, 2.394, 0.285)
H (0.569, 4.164, 0.017)
H (2.077, 3.335, -0.148)
C (3.670, 2.607, -2.687)
N (3.300, 2.063, -1.323)
O (4.011, 2.409, -0.359)
O (2.376, 1.257, -1.154)
H (3.005, 2.294, -3.492)
H (4.654, 2.249, -2.988)
H (3.727, 3.693, -2.625)
C (1.759, 2.312, 3.452)
N (2.119, 3.264, 2.406)
O (2.718, 4.305, 2.710)
O (1.847, 2.867, 1.247)
H (1.175, 1.477, 3.065)
H (1.189, 2.922, 4.153)
H (2.594, 1.796, 3.926)
C (-2.056, 1.975, 3.447)
N (-1.396, 3.048, 4.248)
O (-2.146, 3.961, 4.456)
O (-0.251, 2.916, 4.604)
H (-2.856, 2.499, 2.924)
H (-2.452, 1.157, 4.048)
H (-1.416, 1.614, 2.642)
C (-3.460, -1.420, 1.575)
N (-2.848, -0.992, 2.909)
O (-1.718, -0.494, 2.941)
O (-3.412, -1.358, 3.896)
H (-4.494, -1.730, 1.722)
H (-2.798, -2.170, 1.142)
H (-3.396, -0.581, 0.882)
C (-1.506, 0.311, -3.769)
N (-2.973, 0.375, -3.764)
O (-3.544, 0.468, -4.840)
O (-3.501, 0.354, -2.700)
H (-1.177, -0.698, -4.016)
H (-1.039, 0.674, -2.853)
H (-1.132, 0.916, -4.595)
C (-3.749, -2.621, -2.363)
N (-3.366, -2.435, -0.970)
O (-3.236, -3.463, -0.345)
O (-3.266, -1.299, -0.552)
H (-4.481, -1.917, -2.760)
H (-4.189, -3.618, -2.328)
H (-2.870, -2.629, -3.008)
C (-4.527, 2.086, -0.524)
N (-3.637, 3.299, -0.242)
O (-4.197, 4.400, -0.200)
O (-2.404, 3.220, -0.314)
H (-4.888, 2.083, -1.552)
H (-5.385, 2.184, 0.142)
H (-3.974, 1.162, -0.357)
O (5.753, 1.094, -2.438)
C (5.154, 0.353, -1.681)
O (5.514, -0.073, -0.483)
C (4.987, -1.381, -0.214)
C (3.591, -1.226, -0.840)
C (3.919, -0.438, -2.125)
H (5.059, -1.550, 0.861)
H (5.711, -2.070, -0.649)
H (2.958, -0.646, -0.169)
H (3.287, -2.250, -1.057)
H (3.077, 0.238, -2.278)
H (3.973, -1.067, -3.013)
O (1.131, 0.239, 2.244)
C (0.373, 0.316, 1.257)
O (-0.811, 0.998, 1.435)
C (-1.553, 1.074, 0.193)
C (-0.768, 0.131, -0.785)
C (0.496, -0.352, -0.093)
H (-1.603, 2.053, -0.285)
H (-2.541, 0.658, 0.389)
H (-0.425, 0.657, -1.676)
H (-1.488, -0.654, -1.015)
H (1.411, -0.035, -0.593)
H (0.454, -1.439, -0.038)
C (0.952, -2.859, -2.363)
C (-0.355, -1.896, -2.478)
O (-1.287, -2.467, -1.538)
S (-0.917, -3.939, -0.919)
O (-2.028, -4.878, -1.236)
O (-0.437, -3.806, 0.435)
O (0.370, -4.123, -2.015)
H (1.570, -2.620, -1.497)
H (1.499, -3.055, -3.285)
H (-0.877, -1.848, -3.434)
H (-0.036, -0.953, -2.035)
C (1.826, -1.938, 2.633)
C (0.364, -2.270, 2.627)
O (0.131, -3.491, 3.250)
S (1.524, -4.165, 3.841)
O (1.620, -5.578, 3.460)
O (1.703, -3.930, 5.260)
O (2.468, -3.151, 2.976)
H (1.848, -1.066, 3.287)
H (2.277, -1.590, 1.703)
H (-0.155, -2.208, 1.670)
H (-0.031, -1.462, 3.243)



Cl3HN2 | ωB97M-V/def2-TZVPD

The LUMO energy comes out at -0.64 eV. The net charge is 0. The calculation puts the max |F| at 0.053 hartree/bohr. The total energy is -40559.709 eV.

Geometry (Å):
Cl (-0.561, 0.820, 1.967)
N (-0.080, -0.173, 0.589)
N (-0.477, -1.440, 0.811)
Cl (0.756, -2.566, 0.202)
Cl (-1.970, -1.744, -0.067)
H (-0.413, 0.240, -0.236)



C10H17BClN4O4 | ωB97M-V/def2-TZVPD

The LUMO energy comes out at 2.73 eV. The net charge is -1. The calculation puts the max |F| at 0.015 hartree/bohr. The total energy is -37997.092 eV.

Geometry (Å):
C (-4.047, -2.741, -2.251)
C (-3.466, -1.363, -2.018)
O (-2.451, -1.466, -1.029)
B (-1.665, -0.352, -0.847)
O (-2.282, 0.860, -0.569)
C (-0.089, -0.440, -0.810)
N (0.494, 0.037, -2.069)
Cl (0.093, -0.883, -3.475)
C (0.405, -1.780, -0.217)
O (0.492, -2.751, -0.978)
O (0.613, -1.698, 1.020)
H (-5.059, -2.684, -2.639)
H (-4.056, -3.274, -1.307)
H (-3.430, -3.291, -2.952)
H (-4.234, -0.653, -1.715)
H (-3.039, -0.990, -2.947)
H (-2.452, 0.841, 0.381)
H (0.217, 0.311, -0.083)
H (1.500, 0.057, -1.993)
C (2.468, 3.126, -0.801)
C (3.108, 1.873, -1.151)
N (3.593, 0.857, -1.370)
H (1.571, 3.298, -1.394)
H (2.194, 3.108, 0.249)
H (3.153, 3.956, -0.961)
C (-1.285, -1.001, 3.231)
C (-2.127, 0.100, 2.801)
N (-2.744, 0.962, 2.361)
H (-1.157, -1.705, 2.410)
H (-0.300, -0.631, 3.507)
H (-1.730, -1.514, 4.082)
C (4.557, 1.234, 2.245)
C (3.779, 2.461, 2.299)
N (3.107, 3.391, 2.308)
H (4.756, 0.867, 3.250)
H (4.007, 0.471, 1.693)
H (5.504, 1.408, 1.738)



C21H28Ge2NO5W | ωB97M-V/def2-TZVPD

The LUMO energy (alpha / beta) comes out at -7.70 / -7.96 eV. The net charge is +2. The calculation puts the max |F| at 0.015 hartree/bohr. The total energy is -148800.055 eV. The spin multiplicity is 2. The expectation value of S² is 0.760.

Geometry (Å):
W (-1.444, -0.552, 0.811)
O (0.958, -1.928, -0.603)
C (1.492, -2.972, 0.192)
C (1.188, -2.628, 1.628)
N (-0.273, -2.468, 1.930)
C (-1.073, -3.623, 1.507)
C (-1.515, -3.413, 0.068)
O (-1.556, -4.178, -0.819)
O (-1.931, -2.076, -0.096)
C (-0.419, -2.058, 3.375)
C (-0.974, -0.710, 3.030)
O (-0.204, 0.122, 2.433)
O (-2.224, -0.635, 2.751)
H (1.155, -2.067, -1.539)
H (1.077, -3.942, -0.096)
H (2.579, -3.039, 0.096)
H (1.584, -3.409, 2.282)
H (1.663, -1.681, 1.886)
H (-0.533, -4.567, 1.587)
H (-1.982, -3.687, 2.110)
H (-1.119, -2.683, 3.921)
H (0.543, -2.018, 3.876)
C (1.536, 4.214, -0.284)
Ge (2.051, 2.452, 0.373)
C (2.111, 2.373, 2.316)
C (3.693, 1.786, -0.425)
Ge (0.228, 1.039, -0.522)
C (0.303, 0.471, -2.378)
C (1.114, 1.274, -3.185)
C (1.226, 1.022, -4.546)
C (0.543, -0.042, -5.113)
C (-0.254, -0.858, -4.321)
C (-0.374, -0.605, -2.961)
C (-1.643, 1.586, -0.119)
C (-2.643, 0.744, -0.704)
C (-3.839, 0.482, -0.026)
C (-4.186, 1.214, 1.122)
C (-3.261, 2.070, 1.680)
C (-1.966, 2.139, 1.136)
H (2.329, 4.923, -0.042)
H (0.614, 4.566, 0.177)
H (1.401, 4.218, -1.365)
H (2.714, 3.209, 2.672)
H (2.581, 1.448, 2.646)
H (1.127, 2.446, 2.778)
H (4.489, 2.501, -0.212)
H (3.613, 1.680, -1.506)
H (3.978, 0.824, 0.000)
H (1.664, 2.109, -2.765)
H (1.851, 1.657, -5.159)
H (0.636, -0.240, -6.172)
H (-0.781, -1.693, -4.762)
H (-0.985, -1.273, -2.364)
H (-2.470, 0.309, -1.684)
H (-4.545, -0.226, -0.444)
H (-5.159, 1.083, 1.576)
H (-3.493, 2.635, 2.573)
H (-1.196, 2.674, 1.679)



C19H25CdClN6O4SSe | ωB97M-V/def2-TZVPD

The LUMO energy (alpha / beta) comes out at -0.54 / -1.10 eV. The net charge is 0. The calculation puts the max |F| at 0.055 hartree/bohr. The total energy is -130496.802 eV.

Geometry (Å):
Cd (1.447, -0.536, 0.186)
C (-3.163, 0.254, 1.593)
C (-3.225, -1.027, 0.988)
C (-2.590, -1.975, 1.832)
C (-2.111, -1.246, 2.972)
C (-2.426, 0.104, 2.790)
C (-2.002, 1.222, 3.685)
C (-1.248, -1.797, 4.040)
C (-2.323, -3.408, 1.507)
C (-3.613, -1.228, -0.469)
C (-3.627, 1.586, 1.086)
H (-1.509, 0.849, 4.603)
H (-2.878, 1.839, 3.930)
H (-1.259, 1.886, 3.156)
H (-1.778, -2.342, 4.848)
H (-0.644, -1.024, 4.554)
H (-0.563, -2.563, 3.592)
H (-2.995, -3.700, 0.696)
H (-2.436, -4.040, 2.375)
H (-1.269, -3.549, 1.110)
H (-2.709, -1.086, -1.063)
H (-4.359, -0.486, -0.806)
H (-3.973, -2.282, -0.620)
H (-4.486, 1.886, 1.674)
H (-3.953, 1.591, 0.006)
H (-2.843, 2.341, 1.224)
O (3.996, -3.766, -0.862)
Cl (3.478, -2.648, -0.064)
O (4.234, -2.542, 1.153)
O (3.515, -1.333, -0.821)
O (2.016, -2.814, 0.166)
Se (3.541, 1.040, 2.933)
N (3.817, 2.815, 2.604)
C (3.101, 3.180, 1.540)
C (3.167, 4.458, 0.872)
C (2.189, 4.702, -0.087)
C (1.262, 3.687, -0.375)
N (1.296, 2.406, 0.058)
C (2.140, 2.152, 1.063)
N (2.179, 0.915, 1.645)
H (3.997, 5.091, 1.089)
H (2.132, 5.642, -0.635)
H (0.444, 3.895, -1.109)
C (1.999, 1.322, -5.304)
C (0.595, 1.039, -4.790)
C (0.529, -0.207, -3.942)
N (0.357, -0.119, -2.669)
N (0.555, -1.258, -1.959)
C (0.784, -2.294, -2.775)
N (0.958, -3.556, -2.356)
S (0.618, -1.895, -4.439)
H (1.962, 1.974, -6.144)
H (2.533, 0.372, -5.530)
H (2.571, 1.770, -4.489)
H (-0.086, 0.831, -5.632)
H (0.195, 1.831, -4.195)
H (1.277, -3.685, -1.397)
H (1.184, -4.277, -3.040)



C6H15CaClN3O2S4 | ωB97M-V/def2-TZVPD

The LUMO energy comes out at 2.65 eV. The net charge is -1. The calculation puts the max |F| at 0.044 hartree/bohr. The total energy is -89340.327 eV.

Geometry (Å):
Ca (0.253, -0.837, -1.111)
N (1.831, -0.443, 0.998)
C (1.331, 0.515, 1.980)
C (0.318, 1.456, 1.324)
N (-0.696, 0.741, 0.550)
C (-1.762, 0.099, 1.325)
C (-1.420, -1.332, 1.749)
N (-0.947, -2.067, 0.583)
H (2.418, -1.146, 1.428)
H (2.392, 0.041, 0.297)
H (2.121, 1.141, 2.415)
H (0.860, -0.028, 2.799)
H (0.871, 2.100, 0.642)
H (-0.130, 2.090, 2.104)
H (-1.128, 1.387, -0.104)
H (-2.633, 0.033, 0.674)
H (-2.028, 0.692, 2.214)
H (-2.325, -1.764, 2.198)
H (-0.644, -1.340, 2.515)
H (-1.722, -2.163, -0.081)
H (-0.627, -2.998, 0.813)
S (-2.621, -1.063, -1.952)
S (-2.364, -3.027, -2.482)
S (-0.513, -3.220, -3.378)
S (0.916, -3.356, -1.916)
Cl (-0.486, 1.410, -3.170)
C (0.825, 2.456, -2.577)
C (1.824, 1.681, -1.685)
O (2.582, 2.380, -1.006)
O (1.762, 0.420, -1.720)
H (0.387, 3.266, -2.000)
H (1.354, 2.876, -3.429)